Formula: C5H14N2
Source: the Open Molecules 2025 dataset
Level of theory: ωB97M-V/def2-TZVPD

Calculated values
HOMO-LUMO gap (eV): 9.2072
Energy above the lowest of the compared OMol25 structures with the same formula, charge and spin (kcal/mol): 122.6
Charge: 0
Multiplicity: 1
LUMO (Eh): 0.0353
HOMO energy (eV): -8.25

XYZ file:
```
21
C5H14N2 (ωB97M-V/def2-TZVPD)
N -2.79814 -1.24405 -0.26223
C -1.76609 -0.20782 -0.41318
C -2.21501 0.95970 0.55430
C -0.32303 -0.60230 -0.09112
N 0.47649 0.34682 -0.78774
C 2.18507 -0.24331 -0.27264
C 3.09345 0.85566 0.29973
H -2.77000 -1.93588 -0.99954
H -2.53174 -1.73329 0.58972
H -1.78453 0.31195 -1.37176
H -1.34648 1.61477 0.59714
H -2.51831 0.64381 1.55054
H -3.06347 1.40076 0.03413
H -0.21566 -0.55339 1.01769
H -0.26589 -1.71086 -0.14186
H 1.78860 -0.88412 0.49697
H 1.47499 0.50668 -1.11497
H 2.63825 -0.89621 -1.01896
H 2.45246 1.73809 0.30450
H 3.47681 0.60249 1.28825
H 4.01222 1.03048 -0.25894
```